(1)
2 unconnected molecules or ions with the total composition C9H14NOSi. Source: the Open Molecules 2025 dataset; level of theory: ωB97M-V/def2-TZVPD.

Properties
calculated total energy: -770.59323 Ha
frontier orbital gap: 8.540 eV
total charge: +1

Structure (XYZ):
```
26
Properties=species:S:1:pos:R:3:forces:R:3
C -0.025 -4.009 -0.984 0.333 -1.273 -0.516
C -0.783 -3.282 -1.910 -0.611 0.090 0.224
C 0.470 -3.399 0.167 0.501 -3.229 0.250
C -1.115 -1.947 -1.652 2.733 -1.179 2.229
C 0.237 -2.138 0.482 -2.122 2.360 -1.807
C -0.544 -1.357 -0.451 -0.081 -3.413 -1.300
C 0.750 -1.548 1.697 0.401 3.038 0.754
C 0.032 -0.201 2.099 0.938 -1.538 -1.187
C -0.565 -0.017 -0.257 -0.449 3.680 1.600
N -0.227 0.550 0.884 0.309 -1.280 -1.253
O -0.979 3.259 -0.074 0.287 0.257 -0.669
Si 0.301 3.853 -0.997 0.037 -0.303 0.259
H 0.225 -5.115 -1.147 -0.517 1.835 0.096
H -1.180 -3.767 -2.803 0.218 0.111 0.257
H 0.983 -3.970 0.941 0.122 -0.285 -0.531
H -1.623 -1.395 -2.383 -0.800 0.912 -0.632
H 0.698 -2.183 2.522 -0.357 -1.312 1.310
H 1.820 -1.329 1.634 0.053 0.012 -0.404
H -0.973 -0.382 2.475 0.255 -0.063 0.929
H 0.762 0.336 2.708 -0.846 0.174 0.309
H -0.915 0.697 -0.995 0.118 -0.134 -0.212
H -0.204 1.530 0.939 -0.342 1.577 -0.089
H -1.546 4.032 -0.019 -0.785 -0.208 0.440
H 1.394 3.740 -0.048 0.546 0.630 0.219
H -0.135 5.061 -1.695 0.099 0.509 0.414
H 0.725 3.021 -2.079 -0.042 -0.970 -0.694
```
Forces are in eV/Å.



(2)
A single C3H5NS molecule. Source: the Open Molecules 2025 dataset; level of theory: ωB97M-V/def2-TZVPD.

Properties
calculated total energy: -570.11015 Ha
energy relative to the best compared isomer or geometry (same formula, charge and spin): 326.6 kJ/mol
frontier orbital gap (alpha / beta): 7.798 / 7.798 eV

Structure (XYZ):
```
10
Properties=species:S:1:pos:R:3:forces:R:3
C -0.640 0.796 -0.167 2.300 -0.865 0.217
C 0.616 1.258 -0.052 -0.960 -3.425 -0.276
C -0.898 -0.674 0.092 3.451 1.812 -1.585
N 1.010 -1.242 -0.300 -5.356 -3.985 1.160
S 1.876 0.020 0.161 1.516 3.266 1.195
H -1.474 1.419 -0.290 -1.002 0.945 -0.101
H 0.981 2.199 -0.191 0.589 2.643 -0.165
H -1.185 -0.597 1.147 -0.357 -1.762 -0.206
H -1.394 -1.097 -0.790 -0.092 -0.651 1.140
H 1.108 -2.083 0.389 -0.089 2.022 -1.378
```
Forces are in eV/Å.



(3)
A single C5H3NO molecule. Source: the Open Molecules 2025 dataset; level of theory: ωB97M-V/def2-TZVPD.

Properties
calculated total energy: -322.22619 Ha
energy relative to the best compared isomer or geometry (same formula, charge and spin): 172.2 kJ/mol
frontier orbital gap: 10.200 eV
SMILES string: C#CCC(=O)C#N

Structure (XYZ):
```
10
Properties=species:S:1:pos:R:3:forces:R:3
C -2.115 -0.384 0.667 0.522 0.153 -0.003
C -0.977 0.003 0.712 -0.541 -0.192 -0.027
C 0.411 0.458 0.748 0.006 0.014 0.064
C 1.270 -0.054 -0.398 0.460 -0.026 0.101
O 2.456 -0.234 -0.298 -0.563 0.066 -0.052
C 0.597 -0.292 -1.696 -0.398 -0.187 -0.953
N 0.119 -0.478 -2.732 0.423 0.198 1.007
H -3.124 -0.733 0.620 0.182 0.073 0.013
H 0.450 1.556 0.706 -0.009 -0.144 -0.028
H 0.914 0.157 1.673 -0.082 0.046 -0.121
```
Forces are in eV/Å.



(4)
A gas-phase ion, C5H8NO (charge +1). Source: the Open Molecules 2025 dataset; level of theory: ωB97M-V/def2-TZVPD.

Properties
calculated total energy: -324.75648 Ha
energy relative to the best compared isomer or geometry (same formula, charge and spin): 741.7 kJ/mol
frontier orbital gap (alpha / beta): 8.080 / 8.083 eV
total charge: +1

Structure (XYZ):
```
15
Properties=species:S:1:pos:R:3:forces:R:3
C 0.617 1.187 0.198 0.374 0.347 -4.528
C 2.112 1.090 -0.084 1.019 3.555 1.902
C 0.373 -0.288 0.112 1.548 -0.063 1.118
C -2.143 -0.526 -0.198 -1.695 2.247 -0.923
C -0.771 -1.086 0.191 -1.892 -1.324 -1.867
N 2.477 -0.117 -0.031 -1.723 -1.644 -0.134
O 3.341 -0.893 -0.093 0.149 -0.151 -0.035
H 0.333 1.790 1.010 -0.445 0.195 1.810
H 0.071 1.828 -0.659 0.887 -1.669 1.331
H 2.958 1.887 0.110 -1.741 -1.452 -0.882
H -2.242 0.002 -1.192 1.016 -1.043 0.487
H -2.620 0.289 0.358 0.919 -0.041 1.023
H -2.995 -1.189 -0.213 0.377 -1.074 0.048
H -0.670 -2.056 -0.442 0.670 1.250 -0.265
H -0.840 -1.917 0.932 0.537 0.867 0.913
```
Forces are in eV/Å.



Question: Among the records above, which one has the highest calculated total energy?
Answer: C5H3NO



Repeat the second record exactly.
A single C3H5NS molecule. Source: the Open Molecules 2025 dataset; level of theory: ωB97M-V/def2-TZVPD.

Properties
calculated total energy: -570.11015 Ha
energy relative to the best compared isomer or geometry (same formula, charge and spin): 326.6 kJ/mol
frontier orbital gap (alpha / beta): 7.798 / 7.798 eV

Structure (XYZ):
```
10
Properties=species:S:1:pos:R:3:forces:R:3
C -0.640 0.796 -0.167 2.300 -0.865 0.217
C 0.616 1.258 -0.052 -0.960 -3.425 -0.276
C -0.898 -0.674 0.092 3.451 1.812 -1.585
N 1.010 -1.242 -0.300 -5.356 -3.985 1.160
S 1.876 0.020 0.161 1.516 3.266 1.195
H -1.474 1.419 -0.290 -1.002 0.945 -0.101
H 0.981 2.199 -0.191 0.589 2.643 -0.165
H -1.185 -0.597 1.147 -0.357 -1.762 -0.206
H -1.394 -1.097 -0.790 -0.092 -0.651 1.140
H 1.108 -2.083 0.389 -0.089 2.022 -1.378
```
Forces are in eV/Å.



Question: What is the calculated total energy in the fourth record?
Answer: -324.75648 Ha



Question: Which value of calculated total energy does entry 2 give?
Answer: -570.11015 Ha